Record 1
{"formula": "C22H21BrF3N4S2Ti", "method": "ωB97M-V/def2-TZVPD", "species": ["Ti", "C", "C", "C", "C", "C", "C", "H", "H", "H", "H", "H", "H", "C", "C", "C", "C", "C", "Br", "N", "C", "H", "H", "H", "H", "H", "H", "F", "C", "F", "F", "C", "C", "C", "C", "N", "C", "S", "H", "H", "H", "C", "N", "C", "C", "N", "C", "S", "H", "H", "H", "H", "H", "H"], "positions_angstrom": [[-0.11347, 0.14576, 0.94992], [0.77402, -0.02766, 3.67734], [-0.61000, -0.18717, 3.52459], [-1.36906, 0.83252, 2.92775], [-0.73326, 2.01723, 2.49952], [0.64841, 2.16760, 2.66867], [1.40100, 1.14357, 3.24959], [1.34313, -0.77941, 4.21362], [-1.10527, -1.04443, 3.97841], [-2.45757, 0.77402, 2.95361], [-1.32594, 2.88408, 2.21144], [1.12212, 3.11532, 2.43266], [2.45477, 1.29991, 3.44891], [-4.01612, 3.36907, -1.21886], [-2.97493, 2.35099, -1.49975], [-2.64766, 1.94225, -2.80015], [-1.69913, 0.95029, -2.98904], [-1.06173, 0.42758, -1.87667], [0.22776, -0.96615, -2.04492], [-1.30675, 0.82749, -0.61779], [-2.27512, 1.74953, -0.45199], [-4.32550, 3.88397, -2.12311], [-3.66765, 4.11016, -0.50143], [-4.90194, 2.90187, -0.78530], [-3.14212, 2.38859, -3.65121], [-1.44626, 0.59486, -3.97760], [-2.53569, 2.02067, 0.56769], [0.98602, -5.09112, 1.54009], [0.48025, -4.81213, 0.34034], [1.47669, -4.26165, -0.38594], [0.10381, -5.92610, -0.25182], [-0.65396, -3.80539, 0.45171], [-1.97403, -4.12714, 0.18531], [-2.94715, -3.12810, 0.27766], [-2.56360, -1.83085, 0.54919], [-1.27988, -1.51290, 0.80326], [-0.34458, -2.48822, 0.80363], [1.20410, -1.83345, 1.20937], [-2.24431, -5.13597, -0.09922], [-3.98833, -3.36816, 0.13402], [-3.28607, -1.01917, 0.57757], [3.76041, 2.44752, -2.27110], [3.86728, 1.09770, -1.79030], [4.83320, 0.21621, -2.17605], [4.66153, -0.93138, -1.46293], [3.57541, -0.73878, -0.66286], [3.09111, 0.50124, -0.86925], [1.76862, 1.27427, -0.05805], [3.87439, 2.46893, -3.35357], [4.55586, 3.06132, -1.84493], [2.79859, 2.87479, -1.99582], [5.55901, 0.44779, -2.93095], [5.23062, -1.84167, -1.46351], [3.19895, -1.43010, -0.02177]], "multiplicity": 1, "e_above_lowest_ev": 0.506, "e_homo_ev": -17.4, "total_energy_ha": -5588.555369, "max_force_ev_per_a": 1.8, "charge": 3}

***

Record 2
{"formula": "C22H21F3N2O3S", "method": "ωB97M-V/def2-TZVPD", "species": ["F", "C", "F", "F", "S", "C", "C", "C", "C", "C", "C", "N", "C", "C", "O", "O", "H", "H", "H", "H", "H", "C", "C", "N", "C", "C", "C", "C", "C", "C", "C", "C", "C", "C", "C", "O", "H", "H", "H", "H", "H", "H", "H", "H", "H", "H", "H", "H", "H", "H", "H", "H"], "positions_angstrom": [[-0.95162, 1.74656, 5.34716], [-0.89478, 2.22321, 4.10114], [-1.72154, 1.57645, 3.27594], [-1.10926, 3.54069, 4.05411], [0.81896, 1.93410, 3.48290], [0.49025, 2.60637, 1.84983], [1.50754, 2.71383, 0.95057], [1.29183, 3.22963, -0.36283], [2.32327, 3.31795, -1.24767], [3.61851, 2.91157, -0.89684], [4.65177, 3.00953, -1.80886], [5.51998, 3.10264, -2.58253], [3.85023, 2.41157, 0.39083], [2.83662, 2.31700, 1.29121], [1.91610, 2.82636, 4.00811], [1.23118, 0.51039, 3.20625], [-0.50918, 2.91708, 1.62418], [0.30377, 3.55020, -0.65116], [2.16397, 3.70102, -2.24209], [4.84457, 2.10011, 0.66559], [3.01557, 1.95950, 2.29386], [0.73399, -2.73446, -4.70888], [1.00619, -1.51213, -3.82067], [-0.07112, -1.32880, -2.80787], [0.21801, -1.10276, -1.48704], [-0.76334, -1.03959, -0.50453], [-0.56791, -1.45089, 0.80041], [-1.57837, -1.51055, 1.80228], [-1.36754, -2.27340, 2.96706], [-2.33461, -2.36402, 3.93872], [-3.53359, -1.68813, 3.78912], [-3.76573, -0.93159, 2.65498], [-2.81216, -0.84643, 1.67006], [-1.33304, -2.02567, -3.15263], [-1.57108, -1.98821, -4.65617], [-0.54079, -2.68843, -5.37393], [1.49415, -2.84259, -5.49183], [0.75431, -3.65591, -4.11733], [1.96298, -1.61516, -3.29951], [1.07218, -0.60659, -4.43021], [1.25090, -1.15913, -1.19549], [-1.75097, -0.74143, -0.80354], [0.39553, -1.85901, 1.04451], [-0.44458, -2.81592, 3.07316], [-2.16841, -2.97271, 4.81183], [-4.28501, -1.75083, 4.55787], [-4.70013, -0.40588, 2.54701], [-2.99350, -0.24210, 0.80062], [-1.21685, -3.06190, -2.81894], [-2.17382, -1.60011, -2.59671], [-2.53834, -2.43639, -4.92072], [-1.57508, -0.95499, -5.02134]], "multiplicity": 1, "e_homo_ev": -5.5, "total_energy_ha": -1883.732252, "max_force_ev_per_a": 7.7, "charge": 0}

***

Record 3
{"formula": "C22H21F4O2Si", "method": "ωB97M-V/def2-TZVPD", "species": ["F", "C", "C", "C", "F", "C", "C", "C", "C", "C", "C", "C", "C", "F", "C", "C", "F", "C", "C", "H", "H", "H", "H", "H", "H", "H", "H", "H", "C", "Si", "C", "C", "O", "C", "C", "C", "C", "O", "H", "H", "H", "H", "H", "H", "H", "H", "H", "H", "H", "H"], "positions_angstrom": [[-3.63507, 2.69845, 2.24491], [-3.61792, 1.32947, 2.44009], [-4.81438, 0.63760, 2.25576], [-4.71464, -0.74237, 2.38303], [-5.86182, -1.47934, 2.16179], [-3.52496, -1.42014, 2.72278], [-2.30531, -0.69612, 2.80252], [-0.98646, -1.40203, 3.00315], [0.22744, -0.64273, 2.83404], [1.41258, -1.27333, 2.86627], [2.65464, -0.59612, 2.56956], [3.89077, -1.33401, 2.45828], [5.07917, -0.62800, 2.22483], [6.22493, -1.36577, 2.02049], [5.13417, 0.75045, 2.08675], [3.94108, 1.45479, 2.27002], [3.95008, 2.82440, 2.12322], [2.72312, 0.82488, 2.50266], [-2.39689, 0.70627, 2.81632], [-5.71585, 1.12432, 1.83482], [-3.54413, -2.49432, 2.93474], [-1.01432, -2.47469, 2.59849], [0.19445, 0.41874, 2.59300], [1.48080, -2.35485, 3.20393], [3.82845, -2.41617, 2.48277], [6.07751, 1.26854, 1.94092], [1.81204, 1.43563, 2.57315], [-1.53732, 1.32789, 3.14344], [2.28046, -3.49478, 9.70011], [0.55310, -3.62188, 8.98629], [-0.02628, -5.39446, 9.16675], [-0.67722, -2.43624, 9.85220], [0.81413, -3.19115, 7.37923], [0.14880, -3.16698, 6.21106], [-0.57092, -4.17732, 5.57343], [-1.20211, -3.55456, 4.48013], [-0.94297, -2.14583, 4.53242], [0.03575, -2.00311, 5.58325], [2.31578, -3.64759, 10.80589], [2.94728, -4.26448, 9.24432], [2.74311, -2.50417, 9.49132], [-0.22116, -5.66141, 10.22556], [-0.95941, -5.59884, 8.61224], [0.74217, -6.10093, 8.80171], [-0.85094, -2.66833, 10.91803], [-0.32358, -1.39814, 9.80712], [-1.65845, -2.46258, 9.36163], [-0.61903, -5.22720, 5.86786], [-1.82650, -4.00045, 3.73120], [-1.86427, -1.44409, 4.91662]], "multiplicity": 1, "e_homo_ev": -11.5, "total_energy_ha": -1690.069695, "max_force_ev_per_a": 4.7, "charge": 1}